No. 1
{"formula": "C26H32CrFN3O3", "method": "ωB97M-V/def2-TZVPD", "species": ["Cr", "C", "C", "C", "C", "C", "C", "C", "C", "C", "C", "H", "H", "H", "H", "H", "H", "H", "H", "H", "H", "H", "H", "H", "H", "C", "C", "N", "C", "C", "C", "O", "O", "C", "O", "C", "C", "C", "F", "C", "C", "C", "N", "C", "C", "N", "C", "C", "H", "H", "H", "H", "H", "H", "H", "H", "H", "H", "H", "H", "H", "H", "H", "H", "H", "H"], "positions_angstrom": [[10.5714, 5.9480, 9.6563], [9.3899, 5.7694, 14.5070], [9.9936, 5.2071, 13.1473], [11.4943, 5.3985, 13.1209], [9.3480, 5.6876, 11.8717], [9.4949, 7.0391, 11.5592], [8.8814, 7.5968, 10.4176], [8.1508, 6.7767, 9.5365], [7.5073, 7.2849, 8.2275], [8.1294, 5.3789, 9.8024], [8.6290, 4.8432, 11.0239], [10.0262, 5.4887, 15.3507], [8.4094, 5.5145, 14.6959], [9.3820, 6.8748, 14.4250], [9.7524, 4.1419, 13.1549], [11.9391, 6.3826, 13.3315], [11.8931, 5.1105, 12.1082], [11.9332, 4.6932, 13.8501], [10.0485, 7.6353, 12.2611], [8.9087, 8.6262, 10.2687], [7.1942, 6.4182, 7.7420], [8.0886, 7.8548, 7.5297], [6.6464, 7.9192, 8.4918], [7.5649, 4.7021, 9.1556], [8.5401, 3.7841, 11.2565], [16.9575, 5.8862, 5.4921], [16.6083, 4.6676, 6.2774], [15.5939, 5.0342, 7.2675], [14.2880, 4.8749, 6.8841], [13.1794, 5.1740, 7.6530], [11.7499, 4.8752, 7.1153], [11.6791, 4.1358, 6.1616], [10.7930, 5.3572, 7.8550], [13.4277, 5.7341, 8.8815], [12.5738, 6.1108, 9.7593], [14.8284, 5.7190, 9.3616], [15.0555, 5.9415, 10.7071], [16.3687, 5.9286, 11.1716], [16.4610, 6.1393, 12.4918], [17.4569, 5.6993, 10.3908], [17.2368, 5.4391, 9.0658], [15.9075, 5.4251, 8.5114], [18.7719, 5.5969, 10.9538], [19.3386, 6.8074, 11.4307], [20.8495, 6.5986, 11.7283], [21.1823, 5.2508, 11.0893], [20.4614, 4.0624, 11.7296], [18.9567, 4.3451, 11.8170], [17.8103, 5.8298, 4.8440], [17.1177, 6.7104, 6.3190], [16.1820, 6.2008, 4.7754], [17.3548, 4.1906, 6.8573], [16.1994, 3.9141, 5.6505], [14.1702, 4.4214, 5.9178], [14.1646, 6.0856, 11.2901], [18.0740, 5.2266, 8.3701], [18.9160, 7.1545, 12.3847], [19.1279, 7.5849, 10.7198], [21.0518, 6.3175, 12.8270], [21.6352, 7.3038, 11.2929], [22.1745, 4.9837, 11.1042], [20.9536, 5.3538, 10.0869], [20.9782, 3.8244, 12.6618], [20.6115, 3.2420, 10.9913], [18.7190, 4.5829, 12.8916], [18.3330, 3.5610, 11.3623]], "forces_ev_per_a": [[0.345, -0.108, -0.595], [2.406, 1.577, -1.766], [-1.063, -0.375, 1.224], [1.363, -1.029, -0.656], [0.047, 0.193, 0.831], [-0.530, 0.248, -0.882], [-0.336, -1.748, 0.714], [0.873, -0.153, -1.068], [-0.193, 0.669, 2.216], [-0.489, -0.118, 1.053], [0.200, 0.654, -1.060], [-0.092, -0.032, -0.228], [-2.117, -0.973, 0.233], [0.198, -0.395, 0.277], [0.477, -0.181, 0.133], [-0.725, -0.022, 0.074], [-0.213, 0.095, 0.843], [-0.031, 0.376, -0.313], [0.121, 0.419, -0.003], [0.198, 1.636, -0.374], [-0.882, -1.225, -1.080], [0.862, 0.267, 0.069], [0.124, -0.343, -0.123], [0.384, 0.325, -0.042], [-0.092, 0.200, -0.110], [0.321, 2.436, 1.282], [-0.685, 0.220, -0.020], [-2.129, -0.962, -2.082], [0.813, 0.056, 0.711], [-0.421, 0.111, -1.449], [1.277, -0.606, 0.758], [-0.458, 0.613, 0.109], [-0.260, -0.197, -0.571], [0.758, -0.056, 2.329], [-0.618, 0.072, -0.188], [-0.321, 0.177, -0.518], [1.191, 0.012, -0.459], [-3.599, 0.526, 1.228], [0.944, -0.024, 0.417], [1.222, -0.376, -0.272], [-0.506, -0.289, -2.407], [0.788, 0.386, 2.352], [-0.743, -2.225, -0.399], [0.607, 0.828, 1.699], [1.590, -1.494, 0.684], [0.323, -0.430, -0.551], [0.122, -0.659, -1.820], [0.205, 2.533, 0.326], [0.832, -0.337, 0.134], [-0.135, -1.085, -2.052], [-0.216, -0.115, 0.744], [1.291, -0.230, 0.074], [-0.455, -0.765, -0.469], [-0.232, 0.015, -0.324], [0.229, 0.202, 0.645], [-0.481, 0.209, 0.867], [-0.189, -0.027, -0.060], [0.267, 0.360, -0.477], [-0.326, 1.284, -1.487], [-1.461, -0.537, 0.904], [-0.116, 0.625, 0.251], [-0.252, -0.487, 0.535], [-0.213, 0.150, -0.092], [0.161, 0.379, 0.725], [-0.332, -0.476, -0.998], [0.370, 0.230, 0.553]], "nbo_charge": [1.328, -0.583, -0.256, -0.613, -0.033, -0.210, -0.255, 0.001, -0.631, -0.236, -0.206, 0.229, 0.223, 0.200, 0.216, 0.221, 0.194, 0.239, 0.244, 0.250, 0.230, 0.247, 0.247, 0.264, 0.257, -0.626, -0.211, -0.334, 0.189, -0.331, 0.806, -0.577, -0.805, 0.572, -0.764, -0.154, -0.193, 0.350, -0.314, 0.146, -0.262, 0.251, -0.501, -0.248, -0.219, -0.506, -0.230, -0.242, 0.245, 0.205, 0.240, 0.205, 0.226, 0.251, 0.265, 0.233, 0.208, 0.238, 0.229, 0.259, 0.444, 0.443, 0.242, 0.236, 0.217, 0.249], "e_above_lowest_kcal_mol": 41.8, "total_charge": 2, "homo_energy_ha": [-0.492, -0.503], "spin_multiplicity": 5, "gap_ev": [8.065, 8.311]}

---

No. 2
{"formula": "C26H32GeMnN3", "method": "ωB97M-V/def2-TZVPD", "species": ["Mn", "C", "C", "N", "C", "C", "C", "C", "C", "C", "C", "N", "C", "C", "C", "C", "C", "C", "C", "C", "N", "C", "H", "H", "H", "H", "H", "H", "H", "H", "H", "H", "H", "H", "C", "C", "C", "C", "Ge", "C", "C", "C", "C", "H", "H", "H", "H", "H", "H", "H", "H", "H", "H", "H", "H", "H", "H", "H", "H", "H", "H", "H", "H"], "positions_angstrom": [[0.0000, 0.0000, 0.0000], [4.2448, -0.6952, 0.0000], [2.8987, -0.9903, 0.0000], [1.9281, -0.0603, 0.0000], [2.2596, 1.2657, 0.0000], [3.6258, 1.6437, 0.0000], [4.6102, 0.6431, 0.0000], [3.9962, 2.9933, 0.0000], [3.0206, 3.9783, 0.0000], [1.6710, 3.6242, 0.0000], [1.2567, 2.2844, 0.0000], [-0.0002, 1.8179, 0.0000], [-1.2570, 2.2845, 0.0000], [-1.6713, 3.6242, 0.0000], [-3.0210, 3.9783, 0.0000], [-3.9965, 2.9932, 0.0000], [-3.6260, 1.6436, 0.0000], [-4.6102, 0.6429, 0.0000], [-4.2447, -0.6954, 0.0000], [-2.8986, -0.9903, 0.0000], [-1.9281, -0.0602, 0.0000], [-2.2598, 1.2658, 0.0000], [4.9855, -1.4834, 0.0000], [2.5400, -2.0135, 0.0000], [5.6629, 0.9069, 0.0000], [5.0413, 3.2834, 0.0000], [3.2978, 5.0270, 0.0000], [0.9561, 4.4310, 0.0000], [-0.9565, 4.4311, 0.0000], [-3.2982, 5.0270, 0.0000], [-5.0417, 3.2832, 0.0000], [-5.6630, 0.9065, 0.0000], [-4.9853, -1.4836, 0.0000], [-2.5397, -2.0134, 0.0000], [0.9226, -6.9956, -1.7714], [0.5564, -5.5143, -1.7771], [1.6959, -4.6633, -1.2070], [1.4070, -3.1574, -1.2421], [0.0000, -2.5721, 0.0000], [-1.8714, -3.1343, -0.2133], [-2.5567, -2.5766, -1.4668], [-2.0116, -3.1680, -2.7712], [-2.7667, -2.6205, -3.9789], [0.0819, -7.5882, -2.1898], [1.1194, -7.3402, -0.7338], [1.8262, -7.1729, -2.3929], [-0.3567, -5.3839, -1.1706], [0.3459, -5.2025, -2.8230], [2.6016, -4.8442, -1.8270], [1.9225, -4.9708, -0.1628], [1.1944, -2.8223, -2.2766], [2.3301, -2.6355, -0.9123], [0.4513, -3.0471, 1.4043], [-2.4080, -2.7239, 0.6681], [-1.9684, -4.2369, -0.1696], [-2.4613, -1.4687, -1.4763], [-3.6371, -2.8320, -1.3993], [-2.1208, -4.2739, -2.7530], [-0.9438, -2.9122, -2.8886], [-3.8450, -2.8784, -3.9102], [-2.3536, -3.0651, -4.9088], [-2.6579, -1.5162, -4.0334], [0.0000, 0.0000, 1.7287]], "forces_ev_per_a": [[-0.239, -1.910, 1.784], [0.306, 0.775, -0.051], [-0.477, 0.673, 0.961], [0.721, 0.272, -0.387], [1.254, 0.884, -0.071], [0.123, -0.287, 0.046], [-0.037, -0.781, -0.042], [-0.462, 1.461, 0.009], [0.812, -0.675, -0.012], [-0.375, -0.616, 0.030], [2.031, 1.717, 0.049], [0.011, -1.710, -0.307], [-2.223, 1.544, 0.030], [0.168, -0.413, 0.039], [-0.526, -0.549, -0.011], [0.472, 1.174, 0.005], [0.205, 0.038, 0.029], [-0.166, -1.344, -0.016], [-0.815, 1.715, 0.229], [-0.568, 3.803, 2.072], [-0.339, 0.708, 0.045], [-1.234, 1.368, -0.115], [-0.085, 0.001, 0.017], [0.877, 1.564, 1.644], [-0.118, 0.118, 0.014], [-0.060, -0.188, -0.006], [-0.034, -0.148, -0.001], [-0.110, -0.127, 0.002], [0.100, -0.112, 0.002], [0.041, -0.149, -0.002], [0.057, -0.186, -0.006], [0.106, 0.144, 0.021], [0.039, 0.003, 0.034], [-2.313, 5.309, 1.333], [-0.069, -0.397, -0.055], [0.156, -0.169, -0.125], [-0.469, -0.344, 0.208], [0.791, 0.377, -1.301], [0.074, -2.354, 0.554], [1.486, -3.650, -0.258], [0.184, -2.093, -2.958], [-0.110, -0.355, -0.156], [-0.127, 0.063, -0.324], [0.621, 0.224, 0.277], [-0.068, 0.090, -0.658], [-0.539, -0.002, 0.411], [0.204, 0.081, -0.304], [-0.010, -0.014, 0.624], [-0.374, 0.224, 0.458], [-0.012, 0.012, -0.574], [0.063, -0.132, 0.520], [-1.477, -1.718, -2.080], [-0.052, 0.397, -0.055], [1.303, -3.574, 1.233], [0.497, 0.385, -0.117], [0.168, -1.478, -1.924], [0.547, 0.308, -0.110], [0.274, 0.594, 0.036], [-0.284, -0.273, 0.147], [0.618, 0.219, -0.147], [-0.371, 0.368, 0.512], [-0.155, -0.602, -0.078], [-0.011, -0.262, -1.128]], "nbo_charge": [1.136, -0.266, 0.131, -0.569, 0.227, -0.111, -0.009, -0.140, -0.173, -0.152, 0.098, -0.556, 0.087, -0.151, -0.190, -0.117, -0.139, 0.003, -0.296, 0.104, -0.598, 0.230, 0.262, 0.198, 0.251, 0.246, 0.253, 0.231, 0.228, 0.251, 0.243, 0.247, 0.252, 0.212, -0.608, -0.397, -0.414, -0.767, 1.082, -0.851, -0.404, -0.393, -0.607, 0.230, 0.214, 0.220, 0.180, 0.209, 0.246, 0.215, 0.250, 0.210, -0.104, 0.281, 0.309, 0.221, 0.238, 0.224, 0.192, 0.220, 0.238, 0.203, -0.054], "total_charge": 2, "homo_energy_ha": [-0.495, -0.501], "spin_multiplicity": 5, "gap_ev": [5.259, 4.470]}